{
  "formula": "C9H16N3S",
  "method": "ωB97M-V with the def2-TZVPD basis set",
  "symbols": ["C", "C", "C", "C", "C", "C", "C", "C", "C", "N", "N", "N", "S", "H", "H", "H", "H", "H", "H", "H", "H", "H", "H", "H", "H", "H", "H", "H", "H"],
  "coordinates": [[2.943, -0.164, -0.839], [3.426, -2.255, -1.045], [1.893, -0.631, -0.053], [-1.231, 0.688, 1.406], [-2.379, 0.569, 0.453], [-2.567, 0.479, -2.081], [0.917, 0.245, 0.511], [1.358, 1.621, 0.863], [-0.415, -1.710, 1.121], [3.702, -1.013, -1.390], [-0.202, -0.265, 1.054], [-1.927, 1.077, -0.825], [1.986, -2.331, -0.163], [3.168, 0.816, -1.129], [4.040, -3.207, -1.336], [-0.788, 1.699, 1.439], [-1.599, 0.716, 2.427], [-2.607, -0.463, 0.388], [-3.233, 1.113, 0.871], [-3.538, 1.058, -2.357], [-2.787, -0.602, -1.944], [2.547, 1.518, 1.204], [-1.740, 0.625, -2.857], [1.246, 2.381, 0.115], [0.308, -1.992, 1.894], [-1.383, -1.970, 1.416], [-0.164, -2.093, 0.093], [-2.025, 2.147, -1.024], [1.051, 1.942, 1.787]],
  "nbo_charge": [0.077, -0.128, -0.416, -0.240, -0.231, -0.425, 0.451, -0.690, -0.422, -0.407, -0.278, -0.674, 0.535, 0.227, 0.275, 0.231, 0.233, 0.196, 0.207, 0.200, 0.199, 0.263, 0.214, 0.272, 0.235, 0.242, 0.227, 0.383, 0.248],
  "gap_ha": 0.285,
  "homo_ev": -12.3,
  "mol_weight_g_mol": 198.315,
  "de_lowest_kcal_mol": 7.3,
  "charge": 1,
  "total_energy_ev": -24888.9575
}